No. 1
Computed, not measured: a cluster of 3 separate species, C25H48N3O6 in total, with wB97M-V/def2-TZVPD.

Calculated values
HOMO-LUMO gap = 7.137 eV

```
! RIJCOSX wB97M-V def2-TZVPD def2/J DEFGRID3
* xyz 1 1
C 4.01 -3.99 -1.52
C 3.86 -2.63 -1.11
C 3.66 -1.29 -0.18
C 2.48 -0.34 -0.82
N 1.19 -0.76 -1.53
C 0.40 0.47 -1.93
C 1.37 1.68 -1.38
C 0.79 3.20 -1.62
C -0.54 3.35 -0.62
C -1.93 3.15 -1.48
C -2.84 1.86 -0.91
N -4.14 2.29 -0.26
C -3.94 2.81 1.15
C -5.16 1.18 -0.19
C -4.99 -0.25 0.60
O -6.34 1.40 -0.81
N 2.63 1.16 -0.73
C 3.72 2.06 -0.18
C 3.95 1.95 1.44
C 4.54 3.31 2.15
C 3.75 4.69 1.77
O 3.77 5.72 2.82
H 4.32 -5.00 -2.04
H 3.34 -1.53 0.94
H 4.63 -0.62 -0.10
H 0.84 -1.74 -1.73
H -0.63 0.54 -2.50
H 0.51 3.39 -2.74
H 1.57 4.04 -1.33
H -0.47 4.37 -0.05
H -0.49 2.44 0.14
H -1.72 3.05 -2.64
H -2.58 4.12 -1.30
H -3.14 1.24 -1.88
H -2.23 1.14 -0.23
H -2.94 3.42 1.26
H -3.99 1.97 1.98
H -4.83 3.55 1.40
H -4.00 -0.24 1.24
H -5.88 -0.43 1.37
H -5.04 -1.17 -0.15
H 4.74 1.78 -0.72
H 3.45 3.16 -0.54
H 4.77 1.10 1.61
H 2.99 1.59 2.04
H 4.58 3.25 3.33
H 5.67 3.46 1.80
H 4.30 5.17 0.83
H 2.66 4.41 1.42
H 3.91 6.61 2.35
C -6.21 -3.38 -4.08
O -7.04 -2.33 -3.61
C -6.37 -1.47 -2.69
C -5.88 -0.19 -3.38
O -4.88 -0.47 -4.35
C -5.40 -0.50 -5.68
H -6.67 -3.82 -4.97
H -5.20 -3.03 -4.34
H -6.13 -4.16 -3.31
H -5.54 -1.99 -2.20
H -7.09 -1.19 -1.91
H -5.42 0.46 -2.63
H -6.72 0.36 -3.83
H -5.54 0.52 -6.04
H -6.34 -1.05 -5.74
H -4.67 -1.00 -6.32
C 3.13 -4.59 5.41
O 4.47 -4.96 5.09
C 4.66 -5.14 3.68
C 5.30 -3.91 3.04
O 4.44 -2.77 3.11
C 4.78 -1.89 4.17
H 3.12 -4.19 6.43
H 2.73 -3.83 4.74
H 2.49 -5.47 5.38
H 3.71 -5.39 3.19
H 5.34 -6.00 3.56
H 5.48 -4.11 1.98
H 6.27 -3.68 3.51
H 5.65 -1.29 3.89
H 4.99 -2.43 5.10
H 3.93 -1.22 4.35
*
```

---

No. 2
Computed, not measured: a cluster of 8 separate species, C25H48O24 in total, with wB97M-V/def2-TZVPD.

Calculated values
HOMO-LUMO gap = 9.818 eV
Energy relative to the best compared isomer or geometry (same formula, charge and spin) = 10.9714 eV
SMILES = C[C@H]1COC(=O)O1.COC(=O)OC.COC(=O)OC.COC(=O)OC.COC(=O)OC.COC(=O)OC.COC(=O)OC.COC(=O)OC

```
! RIJCOSX wB97M-V def2-TZVPD def2/J DEFGRID3
* xyz 0 1
C -1.17 -3.68 4.74
C -0.85 -4.69 3.64
C -0.83 -4.07 2.23
O 0.57 -4.19 1.92
C 1.20 -5.05 2.83
O 2.29 -5.58 2.72
O 0.39 -5.18 3.83
H -2.04 -2.98 4.62
H -0.39 -2.97 4.95
H -1.28 -4.32 5.67
H -1.53 -5.42 3.55
H -1.09 -2.98 2.20
H -1.41 -4.43 1.46
C -1.57 0.13 2.73
O -2.88 0.19 2.36
C -3.69 -0.88 2.41
O -3.20 -2.16 2.70
O -4.99 -0.57 2.23
C -5.90 -1.59 2.42
H -0.80 0.27 1.94
H -1.16 -0.69 3.30
H -1.34 0.83 3.49
H -6.54 -1.45 3.33
H -5.56 -2.63 2.41
H -6.67 -1.49 1.64
C 2.56 4.37 -4.30
O 2.74 2.94 -3.88
C 1.75 2.19 -3.93
O 0.61 2.40 -4.69
O 1.81 1.06 -3.12
C 0.70 0.12 -3.18
H 3.53 4.64 -4.72
H 2.20 4.86 -3.39
H 1.83 4.50 -5.10
H -0.23 0.67 -3.07
H 0.74 -0.73 -2.58
H 0.82 -0.28 -4.22
C -0.30 2.75 -0.87
O 0.01 4.15 -0.62
C -0.58 4.66 0.47
O -1.46 3.87 1.27
O -0.14 5.84 0.87
C -0.38 6.20 2.20
H 0.49 2.21 -1.29
H -1.14 2.73 -1.57
H -0.60 2.05 -0.05
H 0.15 5.64 2.87
H -1.38 6.24 2.53
H 0.05 7.22 2.33
C 0.40 -3.04 -0.80
O -0.94 -2.82 -1.18
C -1.36 -1.56 -1.14
O -0.59 -0.53 -0.61
O -2.65 -1.33 -1.47
C -3.11 0.01 -1.36
H 0.72 -2.49 0.08
H 1.22 -3.15 -1.55
H 0.43 -4.08 -0.35
H -2.42 0.69 -1.95
H -3.15 0.36 -0.24
H -4.11 0.05 -1.83
C -4.12 3.12 -1.69
O -3.62 2.85 -3.01
C -2.76 3.67 -3.76
O -2.25 4.82 -3.11
O -2.65 3.25 -5.03
C -1.86 4.07 -5.85
H -4.74 4.06 -1.66
H -3.34 3.12 -0.93
H -4.64 2.30 -1.41
H -1.71 3.53 -6.79
H -0.80 4.20 -5.49
H -2.38 5.04 -5.96
C 4.72 -4.46 0.85
O 3.98 -3.56 0.05
C 4.57 -2.61 -0.66
O 6.00 -2.37 -0.49
O 3.87 -1.92 -1.46
C 4.49 -1.19 -2.52
H 4.18 -4.66 1.77
H 5.65 -4.09 1.20
H 4.89 -5.26 0.25
H 5.14 -1.90 -3.04
H 5.14 -0.46 -2.09
H 3.88 -0.56 -3.27
C 2.91 -1.97 4.37
O 3.10 -1.76 2.96
C 2.66 -0.64 2.42
O 1.76 0.19 3.08
O 2.90 -0.49 1.06
C 2.30 0.62 0.40
H 1.88 -2.19 4.47
H 3.22 -1.17 5.08
H 3.30 -2.92 4.62
H 1.31 0.31 0.37
H 2.75 0.73 -0.64
H 2.50 1.49 1.02
*
```

---

No. 3
Computed, not measured: a structure of composition C25H49AlNO2SSi2, with wB97M-V/def2-TZVPD.

Calculated values
HOMO-LUMO gap = 7.922 eV

```
! RIJCOSX wB97M-V def2-TZVPD def2/J DEFGRID3
* xyz 1 1
O -0.27 -1.57 0.95
O -2.32 -0.43 -3.35
C 0.56 -2.49 0.09
C 1.14 -3.64 0.87
H 1.31 -1.83 -0.34
H -0.12 -2.82 -0.69
H 1.59 -3.32 1.82
H 1.92 -4.09 0.24
H 0.38 -4.39 1.08
C -1.44 -2.32 1.58
C -2.29 -2.89 0.47
H -1.98 -1.60 2.19
H -1.00 -3.09 2.23
H -2.49 -2.15 -0.33
H -3.25 -3.20 0.88
H -1.83 -3.78 0.03
C -3.42 0.49 -3.54
C -2.27 -1.49 -4.32
C -4.59 0.21 -2.61
H -3.77 0.45 -4.59
H -3.00 1.48 -3.33
H -5.04 -0.76 -2.82
H -5.34 0.98 -2.77
H -4.28 0.25 -1.56
C -3.52 -2.35 -4.42
H -1.42 -2.10 -4.01
H -2.05 -1.06 -5.32
H -3.85 -2.73 -3.45
H -3.30 -3.21 -5.04
H -4.34 -1.80 -4.88
H -0.60 0.48 -2.19
Al 0.68 -0.42 2.15
C -0.06 1.46 -2.23
Si 0.85 1.94 -3.84
H -0.84 2.22 -2.11
H 0.62 1.51 -1.38
C 1.73 0.43 -4.53
C 2.15 3.30 -3.56
C -0.23 2.63 -5.25
C 2.26 0.19 1.25
Si 3.51 1.08 2.37
H 2.01 0.87 0.42
H 2.76 -0.67 0.75
C 4.38 2.40 1.36
C 4.80 -0.15 2.95
C 2.80 1.88 3.93
H 0.40 2.82 -6.13
H -0.72 3.57 -4.98
H -1.00 1.90 -5.54
H 2.55 0.14 -3.86
H 2.15 0.65 -5.53
H 1.02 -0.39 -4.61
H 2.72 3.12 -2.63
H 1.69 4.30 -3.49
H 2.86 3.32 -4.40
H 4.99 -0.88 2.15
H 4.48 -0.70 3.85
H 5.75 0.34 3.19
H 2.44 1.14 4.66
H 1.98 2.56 3.70
H 3.59 2.47 4.42
H 5.26 2.79 1.89
H 3.73 3.26 1.14
H 4.72 1.98 0.41
S -0.09 -0.75 6.43
C 1.26 -1.79 6.21
C 1.67 -1.88 4.88
C 0.85 -1.09 4.00
C -0.13 -0.43 4.71
C -1.08 0.45 4.07
C -2.18 1.09 4.68
C -3.09 1.79 3.91
C -2.84 1.93 2.54
C -1.70 1.36 1.97
N -0.85 0.62 2.72
H 1.69 -2.32 7.04
H 2.50 -2.49 4.52
H -2.26 1.00 5.75
H -3.98 2.25 4.36
H -3.52 2.49 1.89
H -1.42 1.46 0.91
*
```

---

No. 4
Computed, not measured: a cluster of 10 separate species, C25H49Cl10N3O9 in total, with wB97M-V/def2-TZVPD.

Calculated values
HOMO-LUMO gap = 8.674 eV
SMILES = O=C1OCCO1.O=C1OCCO1.CNC(C)=O.CNC(C)=O.CNC(C)=O.ClCCCl.ClCCCl.ClCCCl.ClCCCl.ClCCCl

```
! RIJCOSX wB97M-V def2-TZVPD def2/J DEFGRID3
* xyz 0 1
C 14.50 6.70 -15.39
C 14.53 8.16 -15.58
O 15.31 8.67 -14.55
C 15.86 7.69 -13.89
O 16.64 7.84 -12.99
O 15.52 6.57 -14.44
H 14.81 6.26 -16.34
H 13.61 6.22 -14.98
H 13.51 8.54 -15.61
H 15.08 8.34 -16.50
C 8.09 9.26 -14.79
C 7.61 7.99 -15.54
O 8.80 7.29 -15.77
C 9.89 7.94 -15.41
O 11.03 7.47 -15.49
O 9.54 9.08 -14.78
H 7.82 9.36 -13.74
H 7.87 10.18 -15.33
H 7.16 8.21 -16.51
H 7.01 7.26 -14.98
C 5.79 2.64 -12.55
C 5.50 3.78 -13.47
O 6.24 4.73 -13.49
N 4.46 3.71 -14.34
C 4.09 4.79 -15.25
H 6.25 3.07 -11.66
H 6.52 1.94 -12.94
H 4.91 2.01 -12.44
H 3.80 2.94 -14.30
H 3.57 4.41 -16.12
H 4.97 5.35 -15.58
H 3.38 5.50 -14.83
C 12.42 8.57 -12.48
C 13.10 8.50 -11.12
O 13.78 7.52 -10.83
N 12.89 9.55 -10.39
C 13.63 9.88 -9.14
H 13.05 9.04 -13.24
H 11.50 9.15 -12.51
H 12.09 7.57 -12.79
H 12.21 10.26 -10.62
H 14.46 10.57 -9.32
H 14.00 8.96 -8.68
H 12.99 10.39 -8.42
C 4.71 9.73 -18.94
C 5.16 10.75 -17.90
O 5.93 11.63 -18.20
N 4.67 10.68 -16.66
C 3.88 9.59 -16.05
H 5.01 9.96 -19.96
H 3.63 9.62 -18.92
H 5.06 8.71 -18.74
H 4.83 11.42 -16.00
H 4.50 8.73 -15.80
H 2.96 9.42 -16.59
H 3.43 10.06 -15.18
Cl 10.08 5.72 -11.94
C 8.39 6.23 -11.90
C 8.13 7.30 -10.86
Cl 9.17 8.71 -11.26
H 7.84 5.33 -11.61
H 8.10 6.57 -12.90
H 8.36 6.97 -9.85
H 7.10 7.67 -10.85
Cl 5.29 8.45 -12.92
C 4.08 7.49 -12.01
C 2.74 8.13 -12.12
Cl 2.10 8.05 -13.83
H 4.46 7.39 -11.00
H 4.13 6.43 -12.27
H 2.84 9.16 -11.80
H 2.04 7.54 -11.53
Cl 3.16 13.83 -11.66
C 4.78 13.45 -12.28
C 4.70 12.14 -13.05
Cl 6.29 11.62 -13.62
H 5.50 13.46 -11.46
H 5.04 14.24 -12.99
H 4.00 12.35 -13.86
H 4.33 11.41 -12.33
Cl 11.85 3.52 -15.22
C 10.20 4.14 -14.87
C 9.24 3.85 -16.01
Cl 9.14 2.11 -16.34
H 10.25 5.13 -14.42
H 9.90 3.46 -14.07
H 9.47 4.39 -16.93
H 8.22 4.03 -15.70
Cl 7.54 7.88 -20.15
C 7.91 6.19 -20.18
C 7.66 5.55 -18.87
Cl 6.08 6.10 -18.16
H 8.95 6.01 -20.47
H 7.27 5.81 -20.97
H 8.44 5.90 -18.18
H 7.65 4.46 -18.80
*
```

---

No. 5
Computed, not measured: a structure of composition C25H49Cl3N5O3SiV, with wB97M-V/def2-TZVPD.

Calculated values
HOMO-LUMO gap (spin up / spin down) = 5.678 / 6.966 eV
Energy relative to the best compared isomer or geometry (same formula, charge and spin) = 2.3321 eV

```
! RIJCOSX wB97M-V def2-TZVPD def2/J DEFGRID3
* xyz -1 4
C 2.53 -2.69 -2.43
C 2.21 -1.74 -3.53
H 1.96 -3.62 -2.54
H 2.31 -2.24 -1.47
H 3.60 -2.95 -2.46
C 2.22 -2.17 -4.81
C 2.46 -3.58 -5.26
H 2.15 -1.46 -5.64
H 1.95 -4.33 -4.64
H 3.54 -3.83 -5.28
H 2.11 -3.68 -6.30
V 1.86 0.27 1.26
Cl 3.81 -0.69 0.84
Cl 2.15 2.40 0.73
C -0.79 4.11 1.65
O -1.17 2.98 2.00
N -1.47 4.84 0.75
C -2.72 4.34 0.23
C -0.95 6.12 0.30
H 0.12 4.60 2.03
H -3.43 4.17 1.06
H -2.58 3.39 -0.30
H -3.11 5.10 -0.46
H -0.53 6.65 1.16
H -1.77 6.71 -0.14
H -0.16 5.97 -0.45
H 0.20 -5.01 2.36
H -1.10 -3.27 0.74
C -0.83 -5.20 2.69
C -1.99 -3.50 1.33
N -1.62 -3.98 2.65
H -0.82 -5.57 3.72
C -1.85 -3.23 3.76
O -2.29 -2.09 3.75
H -2.60 -2.60 1.44
H -1.61 -3.78 4.70
H -1.27 -5.94 2.02
H -2.54 -4.28 0.80
O 1.41 -0.07 -1.90
C 2.05 -0.26 -3.17
C 0.51 0.21 -5.19
C 1.50 0.63 -4.29
H 0.05 -0.76 -5.03
C 0.14 1.02 -6.26
H 3.08 0.08 -2.96
C 2.14 1.84 -4.52
H -0.65 0.68 -6.93
C 0.80 2.23 -6.50
C 1.79 2.64 -5.60
H 2.93 2.16 -3.82
H 0.54 2.84 -7.36
H 2.30 3.59 -5.76
Si -0.36 0.10 -1.44
Cl 0.15 -1.44 -0.02
C -1.40 -0.76 -2.77
C -0.18 2.00 -1.70
C -1.91 0.50 -0.25
H -1.65 -0.10 -3.63
H -2.36 -1.12 -2.35
H -0.87 -1.65 -3.18
H -2.28 -0.37 0.31
H -2.73 0.83 -0.90
H -1.69 1.29 0.47
H -0.18 2.24 -2.78
H 0.77 2.38 -1.30
H -0.96 2.62 -1.25
C -2.10 1.04 4.05
N -0.84 0.59 4.62
C -0.73 0.80 6.06
C 0.16 0.10 3.83
N 0.44 0.64 2.65
N 0.91 -0.95 4.22
C 0.64 -1.73 5.42
C 1.90 -1.36 3.24
H -2.84 1.03 4.85
H -2.43 0.36 3.25
H -2.00 2.05 3.64
H -1.21 -0.02 6.61
H 0.32 0.91 6.37
H -1.26 1.72 6.31
H -0.09 1.52 2.53
H 1.24 -2.65 5.41
H 0.89 -1.17 6.33
H -0.42 -2.02 5.47
H 1.42 -1.57 2.26
H 2.67 -0.57 3.13
H 2.40 -2.28 3.58
*
```